<A>
A cluster of 8 separate species, C8H32O8 in total. Source: the Open Molecules 2025 dataset; level of theory: the ωB97M-V functional and the def2-TZVPD basis.

Cartesian coordinates (Å):
C1 0.02881 2.34393 2.18077
O1 -0.56740 1.56084 3.20468
H1 0.32877 1.73203 1.32116
H2 -0.64841 3.13051 1.83546
H3 0.97069 2.78472 2.50154
H4 -1.36521 1.17654 2.83306
C2 -1.99585 -3.72683 0.66762
O2 -2.74813 -4.71250 -0.01846
H5 -1.84942 -3.91122 1.73272
H6 -1.01785 -3.62512 0.19432
H7 -2.49671 -2.75857 0.54495
H8 -3.16420 -5.30388 0.61153
C3 -0.25515 -0.30349 -0.61118
O3 0.44975 -1.35661 -0.00041
H9 -1.12381 0.05865 -0.04691
H10 0.38028 0.59097 -0.66421
H11 -0.49603 -0.58086 -1.63615
H12 0.31017 -1.38025 0.95406
C4 1.51520 4.68020 -0.66543
O4 0.94132 3.46253 -1.16255
H13 1.37168 5.47610 -1.40611
H14 0.96223 5.02614 0.21167
H15 2.57408 4.57892 -0.45812
H16 0.00929 3.50744 -0.93170
C5 -3.52202 1.31445 -2.61077
O5 -2.25674 1.55912 -2.02477
H17 -4.23732 0.90953 -1.88904
H18 -3.93939 2.25965 -2.95917
H19 -3.45369 0.65935 -3.48418
H20 -2.03926 0.79806 -1.48054
C6 0.53073 -1.67382 4.15049
O6 0.93697 -1.40155 2.80240
H21 1.33204 -2.16587 4.70000
H22 0.28000 -0.72628 4.62258
H23 -0.36263 -2.30306 4.21016
H24 1.63191 -2.03159 2.58740
C7 0.53015 -3.10381 -3.00800
O7 1.58302 -2.83392 -2.09105
H25 -0.43801 -2.93232 -2.52828
H26 0.63607 -2.51157 -3.91678
H27 0.57506 -4.16687 -3.25000
H28 1.24513 -2.30872 -1.35498
C8 3.21304 1.06599 -0.44513
O8 3.52805 2.26970 -1.09625
H29 4.12405 0.58068 -0.09951
H30 2.58302 1.19641 0.44695
H31 2.69319 0.37992 -1.12438
H32 2.71252 2.71628 -1.34947

Properties
Spin multiplicity: 1
E_HOMO (eV): -9.68
Gap between HOMO and LUMO (eV): 9.9
LUMO energy (Ha): 0.009



<B>
A cluster of 8 separate species, C8H32O8 in total. Source: the Open Molecules 2025 dataset; level of theory: the ωB97M-V functional and the def2-TZVPD basis.

Cartesian coordinates (Å):
C1 0.00331 2.38923 -4.09104
O1 -0.13977 1.32970 -3.22760
H1 0.88484 2.32403 -4.58270
H2 -0.15647 3.27180 -3.55723
H3 -0.66568 2.31379 -4.98740
H4 0.31823 0.57171 -3.67444
C2 -0.40621 -0.40810 -0.07937
O2 -0.99801 0.95660 0.01817
H5 0.55281 -0.33691 -0.18183
H6 -0.90227 -1.06175 -0.69039
H7 -0.37715 -0.83550 0.95334
H8 -0.77825 1.49870 -0.77889
C3 -4.04929 -0.57346 0.60780
O3 -3.63058 0.86812 0.75016
H9 -4.70864 -0.77528 1.28321
H10 -3.18068 -1.19507 0.38074
H11 -4.63327 -0.66019 -0.30842
H12 -2.76188 0.97312 0.48505
C4 2.52206 -0.59339 -2.37900
O4 3.48487 -1.56810 -2.68382
H13 3.05163 0.27323 -2.61631
H14 2.49108 -0.63214 -1.36060
H15 1.62222 -0.88062 -2.80703
H16 4.29485 -1.08171 -3.03598
C5 -2.74814 2.90141 3.67802
O5 -2.34245 1.82063 2.77766
H17 -1.83279 3.29805 3.85220
H18 -3.28204 2.32547 4.56674
H19 -3.41799 3.37627 3.07948
H20 -3.05671 1.36970 2.13879
C6 -0.69329 -2.59414 3.01658
O6 -1.91846 -2.56420 2.42745
H21 -0.23241 -1.69736 2.91322
H22 -0.36335 -3.43124 2.66125
H23 -1.01569 -2.54206 4.11638
H24 -2.30996 -1.82265 2.54563
C7 3.85028 2.32828 0.28520
O7 2.67362 2.35150 0.99256
H25 3.60979 2.92805 -0.75048
H26 4.18697 1.23319 0.11405
H27 4.70626 2.97786 0.63778
H28 2.09756 1.77200 0.61100
C8 1.58917 -3.36207 -0.20689
O8 1.48922 -3.50198 -1.57112
H29 1.81298 -4.40967 0.20409
H30 0.62966 -3.18449 0.23069
H31 2.38260 -2.55557 0.25381
H32 2.34742 -3.18480 -2.01049

Properties
Spin multiplicity: 1
E_HOMO (eV): -8.85
Gap between HOMO and LUMO (eV): 9.0
LUMO energy (Ha): 0.006



Q: Which of them is the most stable? A: <A>.



<A>
A structure of composition C20H30O10. Source: the Open Molecules 2025 dataset; level of theory: the ωB97M-V functional and the def2-TZVPD basis.

Cartesian coordinates (Å):
O1 -0.58581 -5.83016 -3.00345
C1 -0.73251 -5.45071 -1.84078
O2 -0.93611 -4.13478 -1.63278
C2 -0.75830 -3.76802 -0.26232
C3 -0.88990 -5.08392 0.53609
C4 -0.60436 -6.12087 -0.47072
H1 -1.60796 -3.16903 0.06539
H2 0.10801 -3.12071 -0.12596
H3 -1.91203 -5.21809 0.89011
H4 -0.42791 -5.15277 1.52094
H5 -1.28401 -6.96916 -0.38966
H6 0.40031 -6.54336 -0.45506
O3 -1.27734 -1.14001 -3.38483
C5 -1.99121 -1.00507 -2.38477
O4 -2.54712 0.10138 -2.15695
C6 -3.45582 -0.08402 -1.05104
C7 -2.90274 -1.24902 -0.25269
C8 -2.25613 -2.11854 -1.34892
H7 -4.44637 -0.30158 -1.45051
H8 -3.23169 0.90621 -0.65441
H9 -3.66929 -1.73480 0.35107
H10 -2.10109 -0.85876 0.37433
H11 -2.92242 -2.84335 -1.81669
H12 -1.29249 -2.55216 -1.08158
O5 4.55394 0.64157 -1.03593
C9 4.08828 1.38804 -0.27103
O6 2.79427 1.68716 -0.19927
C10 2.47717 2.35921 0.99139
C11 3.71394 2.24602 1.87013
C12 4.85172 1.91916 0.95345
H13 1.62587 1.78721 1.36045
H14 2.17288 3.39223 0.82289
H15 3.58756 1.36159 2.49455
H16 3.98381 3.02800 2.57990
H17 5.57264 1.24455 1.41526
H18 5.39195 2.82756 0.68687
O7 -2.69757 2.26626 1.52551
C13 -1.72204 2.91402 1.14201
O8 -0.59434 2.44742 0.78027
C14 0.47659 3.39456 0.71342
C15 -0.23529 4.66141 0.99821
C16 -1.64867 4.40402 1.03652
H19 0.83671 3.22748 -0.30172
H20 1.28371 3.17947 1.41371
H21 -0.00195 5.49916 0.34109
H22 0.31117 5.04145 1.86137
H23 -2.00428 4.78364 0.07864
H24 -2.13561 5.06146 1.75678
O9 0.17317 -2.15304 0.94509
C17 0.26618 -1.08761 0.31221
O10 -0.10774 -0.98374 -0.92651
C18 0.09236 0.32143 -1.52878
C19 0.34201 1.16319 -0.30017
C20 0.82182 0.23701 0.84040
H25 -0.64475 0.82757 -2.15215
H26 0.95940 0.18680 -2.17548
H27 -0.54290 1.74688 -0.04651
H28 1.07090 1.89461 -0.64925
H29 0.31134 0.43246 1.78344
H30 1.90015 0.09323 0.90845

Properties
Spin multiplicity: 1
E_HOMO (eV): -8.72
Gap between HOMO and LUMO (eV): 8.5
LUMO energy (Ha): -0.007



<B>
A cluster of 5 separate species, C20H30O10 in total. Source: the Open Molecules 2025 dataset; level of theory: the ωB97M-V functional and the def2-TZVPD basis.

Cartesian coordinates (Å):
O1 2.39615 -1.99797 0.46337
C1 3.48559 -1.50722 0.54279
O2 4.56443 -2.18959 0.95364
C2 5.66085 -1.28813 1.26023
C3 5.36184 0.00085 0.48332
C4 3.84693 -0.05643 0.26161
H1 6.57541 -1.76910 0.93520
H2 5.61018 -1.12049 2.33446
H3 5.89174 0.01931 -0.46969
H4 5.71584 0.86835 1.03950
H5 3.55065 0.25844 -0.73379
H6 3.32853 0.56080 0.99840
O3 -3.55385 -2.92626 -2.44335
C5 -4.18110 -1.93086 -2.25321
O4 -5.40257 -1.95108 -1.64999
C6 -5.95829 -0.63053 -1.64662
C7 -4.73880 0.28508 -1.67387
C8 -3.82565 -0.48274 -2.59222
H7 -6.63009 -0.48045 -0.80738
H8 -6.55660 -0.49487 -2.55745
H9 -4.32516 0.27742 -0.66179
H10 -4.91853 1.32969 -1.91629
H11 -2.75429 -0.35521 -2.45682
H12 -3.98526 -0.44825 -3.67746
O5 -0.23052 -6.01230 3.68243
C9 -0.81348 -5.34297 2.88258
O6 -2.15446 -5.15648 2.96335
C10 -2.67471 -4.47462 1.80638
C11 -1.47319 -3.93500 1.03285
C12 -0.24171 -4.53687 1.72330
H13 -3.40189 -3.71807 2.08437
H14 -3.18049 -5.25309 1.23330
H15 -1.39008 -2.85463 0.95679
H16 -1.46899 -4.33323 0.01827
H17 0.43558 -3.81554 2.17643
H18 0.31890 -5.19213 1.06320
O7 -2.95260 2.09080 0.65442
C13 -1.96231 1.51746 0.31480
O8 -1.33342 0.63251 1.12087
C14 -0.22182 0.02746 0.46588
C15 -0.22348 0.50311 -0.99504
C16 -1.18476 1.68352 -0.98740
H19 -0.21307 -1.06312 0.47372
H20 0.68697 0.31157 1.00212
H21 -0.55480 -0.27328 -1.68120
H22 0.80957 0.73177 -1.25887
H23 -1.88886 1.59905 -1.81471
H24 -0.78463 2.69496 -1.03334
O9 2.50622 3.03185 -1.82681
C17 2.38612 4.00585 -1.14912
O10 2.54389 5.25889 -1.61655
C18 2.23176 6.21755 -0.59332
C19 2.47262 5.48195 0.71981
C20 1.99604 4.07554 0.33428
H25 1.16777 6.46132 -0.64455
H26 2.85645 7.09151 -0.73665
H27 1.89523 5.93148 1.52665
H28 3.51943 5.44485 1.02193
H29 0.91983 3.96241 0.48680
H30 2.44494 3.23514 0.86046

Properties
Spin multiplicity: 1
E_HOMO (eV): -9.77
Gap between HOMO and LUMO (eV): 10.0
LUMO energy (Ha): 0.009



Q: Which of them is the most stable? A: <B>.



<A>
A cluster of 2 separate species, C5H14S in total. Source: the Open Molecules 2025 dataset; level of theory: the ωB97M-V functional and the def2-TZVPD basis.

Cartesian coordinates (Å):
C1 -3.32513 0.26265 0.26437
C2 -2.13756 0.18686 3.05679
S1 -3.39686 1.01567 2.03775
H1 -2.53493 0.53737 -0.37669
H2 -3.34819 -0.87785 0.31674
H3 -4.34060 0.63870 -0.11271
H4 -1.16146 0.65836 2.82951
H5 -2.07542 -0.88837 2.65358
H6 -2.37724 -0.02851 4.00951
C3 1.76092 -0.15396 -1.79280
C4 2.84919 -1.18813 -1.52642
C5 2.05458 0.98174 -0.72079
H7 1.70326 0.29501 -2.77592
H8 0.75783 -0.47661 -1.61174
H9 3.84791 -0.79428 -1.68120
H10 2.70221 -1.94598 -2.41030
H11 3.02624 1.00790 -0.40754
H12 1.69543 1.94132 -1.14241
H13 2.78795 -1.93257 -0.71108
H14 1.51189 0.76069 0.10135

Properties
Spin multiplicity: 1
E_HOMO (eV): -8.58
Gap between HOMO and LUMO (eV): 9.4
LUMO energy (Ha): 0.031



<B>
A cluster of 2 separate species, C5H14S in total. Source: the Open Molecules 2025 dataset; level of theory: the ωB97M-V functional and the def2-TZVPD basis.

Cartesian coordinates (Å):
C1 -1.29934 -0.61709 1.46099
C2 -1.96872 -0.58435 0.17405
C3 0.71048 -2.10862 -0.17084
S1 0.50058 -1.12421 1.37354
H1 -1.35710 0.26864 2.05498
H2 -1.59084 -1.28788 2.22601
H3 -2.26770 -1.53846 -0.24333
H4 -1.27041 -0.16724 -0.54984
H5 0.97631 -3.13955 0.10921
H6 -0.18496 -2.11967 -0.81731
H7 1.42911 -1.75010 -0.94541
H8 -2.89954 0.06897 0.20187
C4 0.60281 2.36397 -0.51728
C5 1.68850 1.24609 -0.79459
H9 0.92771 3.09859 -1.39060
H10 -0.28597 1.90933 -0.58674
H11 0.72650 2.70193 0.45157
H12 2.00130 1.10570 -1.82963
H13 1.13734 0.43700 -0.28331
H14 2.42393 1.23695 0.07667

Properties
Spin multiplicity: 1
E_HOMO (eV): -8.36
Gap between HOMO and LUMO (eV): 9.3
LUMO energy (Ha): 0.033



<C>
A cluster of 2 separate species, C5H14S in total. Source: the Open Molecules 2025 dataset; level of theory: the ωB97M-V functional and the def2-TZVPD basis.

Cartesian coordinates (Å):
C1 -0.70736 3.18721 -1.05054
C2 -2.34033 1.71403 0.79917
S1 -2.05003 3.35359 0.17965
H1 -0.09260 4.09217 -0.94344
H2 -0.01973 2.35449 -0.91149
H3 -1.08235 3.27632 -2.06531
H4 -3.19411 1.22355 0.33862
H5 -2.38706 1.83742 1.87208
H6 -1.50310 1.05855 0.53765
C3 0.70078 -1.99280 -0.32524
C4 1.30516 -0.83147 0.50759
C5 1.49586 -3.28900 0.00541
H7 -0.36321 -2.07667 -0.11923
H8 0.85101 -1.62465 -1.34155
H9 1.21993 -1.15764 1.54415
H10 0.79819 0.13827 0.42960
H11 1.26373 -3.89059 -0.87977
H12 2.55087 -3.06573 0.02217
H13 2.34676 -0.50247 0.49380
H14 1.20758 -3.80458 0.90665

Properties
Spin multiplicity: 1
E_HOMO (eV): -8.41
Gap between HOMO and LUMO (eV): 9.4
LUMO energy (Ha): 0.035



Q: Which of them is the most stable? A: <C>.



<A>
A cluster of 2 separate species, C5H14S in total. Source: the Open Molecules 2025 dataset; level of theory: the ωB97M-V functional and the def2-TZVPD basis.

Cartesian coordinates (Å):
C1 1.24137 -1.57922 2.43857
C2 2.53435 -1.84947 -0.13420
S1 0.93700 -1.52337 0.66871
H1 0.61545 -2.37220 2.86528
H2 2.24768 -1.61433 2.84169
H3 0.77955 -0.69348 2.84591
H4 3.20445 -2.35411 0.56487
H5 3.03437 -0.90478 -0.37393
H6 2.30808 -2.36777 -1.05178
C3 -1.34197 1.22694 -1.58190
C4 -2.38412 0.48097 -0.78084
C5 -0.79526 2.40452 -0.75027
H7 -0.48547 0.59100 -1.82880
H8 -1.77230 1.61628 -2.49234
H9 -2.71757 -0.46321 -1.21313
H10 -1.58381 2.87163 -0.15404
H11 -0.08458 2.01459 -0.03202
H12 -3.30558 1.06179 -0.73277
H13 -2.08640 0.24826 0.24174
H14 -0.34523 3.20597 -1.34074

Properties
Spin multiplicity: 1
E_HOMO (eV): -8.39
Gap between HOMO and LUMO (eV): 9.4
LUMO energy (Ha): 0.038



<B>
A cluster of 2 separate species, C5H14S in total. Source: the Open Molecules 2025 dataset; level of theory: the ωB97M-V functional and the def2-TZVPD basis.

Cartesian coordinates (Å):
C1 -1.16167 0.01947 0.66747
C2 -1.50467 -0.48282 2.05079
C3 0.15307 -2.60264 0.33479
S1 -0.06780 -1.04084 -0.48789
H1 -2.07432 -0.03024 0.05461
H2 -0.78849 0.99289 0.37213
H3 -0.94503 -1.32146 2.44756
H4 -2.57936 -0.54024 2.12814
H5 -0.38089 -2.76017 1.27099
H6 -0.27098 -3.43641 -0.23451
H7 1.21343 -2.77140 0.59551
H8 -1.27763 0.24834 2.82865
C4 0.80460 2.77874 -1.57306
C5 1.85286 2.10109 -0.69130
H9 1.09265 2.88065 -2.61276
H10 -0.08270 2.13251 -1.55908
H11 0.39348 3.68990 -1.13782
H12 1.87762 0.99434 -0.95015
H13 2.87580 2.46768 -0.66046
H14 1.58331 2.06812 0.36904

Properties
Spin multiplicity: 1
E_HOMO (eV): -8.25
Gap between HOMO and LUMO (eV): 9.2
LUMO energy (Ha): 0.035



<C>
A cluster of 2 separate species, C5H14S in total. Source: the Open Molecules 2025 dataset; level of theory: the ωB97M-V functional and the def2-TZVPD basis.

Cartesian coordinates (Å):
C1 0.92590 -2.28118 2.04088
C2 -0.12590 -3.22456 1.36861
H1 1.86827 -2.74406 2.06565
H2 0.85719 -1.26074 1.51227
H3 0.57521 -2.06863 3.03477
H4 -0.66709 -3.76648 2.22850
H5 0.13477 -3.99064 0.58026
H6 -0.78332 -2.51958 0.82179
C3 1.07719 1.50648 -0.29771
C4 0.20170 1.55443 0.97519
C5 -1.56394 0.46407 -1.10339
S1 -0.15144 1.22861 -1.75005
H7 1.72723 2.34757 -0.20517
H8 1.49331 0.46475 -0.60758
H9 0.71592 1.54164 1.92572
H10 -0.49118 0.66529 1.13839
H11 -2.32202 0.45070 -1.90518
H12 -1.44296 -0.61782 -0.73313
H13 -1.96445 1.07357 -0.35834
H14 -0.36759 2.65120 0.60143

Properties
Spin multiplicity: 1
E_HOMO (eV): -8.29
Gap between HOMO and LUMO (eV): 9.2
LUMO energy (Ha): 0.033



Q: Which of them is the most stable? A: <A>.